# 1
DFT (ωB97M-V with the def2-TZVPD basis set) results for a molecular structure, C46H46N12O2PbS3Se.

Summary:
spin multiplicity: 1
energy relative to the best compared isomer or geometry (same formula, charge and spin): 19.8 kcal/mol
HOMO (alpha / beta): -0.435 / -0.442 hartree
total charge: +2

Structure (XYZ):
```
111
C46H46N12O2PbS3Se ωB97M-V with the def2-TZVPD basis set
C 2.77 -3.96 -2.52
C -0.52 4.03 5.11
C 3.41 -4.57 -3.59
C -2.97 2.93 -3.01
H -1.31 3.34 4.78
C 4.88 0.74 -2.05
N 1.43 2.41 3.32
N -3.13 2.85 -1.63
C 0.95 -0.86 4.78
H 4.68 1.81 7.32
C 3.42 -3.91 -4.81
C 4.13 -0.63 0.17
S 1.19 -2.69 1.12
C -0.74 2.00 -2.64
C -2.61 3.01 -5.75
C 1.74 -3.07 -0.46
C -1.60 2.53 -4.94
H -3.73 -2.48 -3.85
H -3.72 -0.22 2.06
H -0.82 5.79 3.92
O -2.23 -0.78 -3.79
C -3.31 -3.34 -4.34
H -5.04 -3.83 -5.46
C 3.30 3.46 4.69
O -1.24 -3.08 -3.15
C -0.04 4.32 2.59
C 5.85 0.07 -1.32
H 6.20 -1.17 0.40
C -1.74 -0.08 7.50
H -0.93 3.71 2.44
H 2.09 4.10 2.35
H -2.37 2.30 0.21
S 2.62 -4.51 -0.87
H 3.09 0.05 6.64
C -3.71 -0.72 1.09
H -4.58 3.86 -5.82
N -3.56 -1.90 -1.34
H 0.31 3.43 5.49
C -3.99 3.43 -3.82
H 3.92 -4.37 -5.66
C 4.10 3.20 5.78
C -0.10 4.97 3.98
H -2.47 3.05 -6.82
H -4.92 3.78 -3.38
C -2.07 -5.58 -5.54
H -0.34 -5.08 -4.42
C -2.55 -1.23 -0.79
C -2.16 2.36 -0.85
C -4.02 -4.09 -5.22
H 0.87 5.43 4.21
H 5.13 1.31 -2.94
N -1.00 1.95 -1.28
Se -0.63 0.67 2.28
C 0.80 1.23 3.38
H -1.19 -0.69 4.89
H -1.77 0.60 8.35
C -0.40 -0.01 6.78
C 2.16 -2.71 -2.65
H 2.85 -2.16 -5.90
H 3.88 -5.54 -3.48
H -0.22 1.02 6.46
N 0.39 1.62 -3.13
C 2.50 1.31 -2.43
S -1.12 -1.29 -3.00
H -0.49 -1.97 5.87
C -3.80 3.47 -5.18
H -0.04 5.09 1.82
H 4.80 3.95 6.11
H 1.71 -1.08 -3.98
H 0.40 -0.28 7.47
C 2.33 1.25 4.99
H -3.74 -6.81 -7.10
C 2.41 2.46 4.31
H -5.72 -1.50 1.21
H -0.67 2.17 -5.36
C -4.68 -1.97 -0.63
N 1.27 1.06 -2.24
C 5.47 -0.63 -0.19
C -1.77 2.49 -3.56
N 1.32 0.51 4.39
C -1.36 -4.84 -4.66
H 1.76 -1.22 5.40
H -5.50 -2.52 -1.08
N -2.59 -0.61 0.39
H 2.79 1.99 -3.23
N -4.14 -6.00 -6.66
C 3.56 0.67 -1.63
N 1.57 -2.25 -1.47
H -0.91 4.59 5.96
N 3.20 0.00 -0.53
H 3.79 -1.17 1.05
C -1.97 -3.71 -4.03
C -3.43 -5.24 -5.84
C 2.18 -2.05 -3.88
H 3.35 4.41 4.18
C 2.82 -2.66 -4.94
H -1.93 -1.09 7.87
H 0.91 -1.47 3.88
C -0.36 -0.93 5.56
H -2.56 0.19 6.83
C 4.03 1.97 6.47
C 1.20 3.47 2.33
N -1.32 -1.16 -1.42
H -3.99 3.16 -1.21
H 1.15 3.00 1.35
H -5.10 -5.77 -6.89
C 3.15 0.98 6.09
Pb 0.62 -0.32 -0.20
H 6.88 0.10 -1.64
H -1.62 -6.44 -6.04
C -4.82 -1.40 0.63
```

=====

# 2
DFT (ωB97M-V with the def2-TZVPD basis set) results for 2 unconnected molecules or ions with the total composition C2H2BrFO at a distorted geometry.

Summary:
spin multiplicity: 1
energy relative to the best compared isomer or geometry (same formula, charge and spin): 46.2 kcal/mol
HOMO (alpha / beta): -0.330 / -0.330 hartree

Structure (XYZ):
```
7
C2H2BrFO ωB97M-V with the def2-TZVPD basis set
H 0.25 -0.64 -1.70
C 1.32 0.93 0.25
Br 2.45 -1.60 -0.83
C 0.76 -0.86 -0.83
H 2.16 1.44 -0.14
O 1.05 0.92 1.43
F -0.14 -1.43 0.08
```

=====

# 3
DFT (ωB97M-V with the def2-TZVPD basis set) results for C4H6O2 in the gas phase.

Summary:
spin multiplicity: 1
energy relative to the best compared isomer or geometry (same formula, charge and spin): 98.3 kcal/mol
HOMO: -0.314 hartree

Structure (XYZ):
```
12
C4H6O2 ωB97M-V with the def2-TZVPD basis set
C -0.41 -1.04 -0.22
O 0.47 -1.42 0.88
H -0.14 -1.66 -1.07
H 2.02 -1.23 1.92
H 0.69 1.55 -1.73
C -0.85 1.36 0.20
H -1.41 -1.30 0.12
C 1.56 -0.72 1.04
C -0.30 0.42 -0.56
H -0.69 2.42 0.02
H -1.43 1.08 1.07
O 0.46 0.61 -1.67
```

=====

# 4
DFT (ωB97M-V with the def2-TZVPD basis set) results for 2 unconnected molecules or ions with the total composition C3H5NS at a distorted geometry.

Summary:
spin multiplicity: 1
energy relative to the best compared isomer or geometry (same formula, charge and spin): 94.5 kcal/mol
HOMO (alpha / beta): -0.323 / -0.305 hartree

Structure (XYZ):
```
10
C3H5NS ωB97M-V with the def2-TZVPD basis set
H -2.27 -0.71 -0.70
N 0.05 1.22 -0.43
H 3.05 1.39 -0.63
H -2.41 0.43 0.85
S 2.66 -0.72 0.26
C -0.38 0.09 -0.18
H -1.52 -1.26 0.93
C 2.31 0.73 -0.24
H 0.26 -0.78 -0.09
C -1.75 -0.39 0.23
```

=====

# 5
DFT (ωB97M-V with the def2-TZVPD basis set) results for C18H18N4O4S in the gas phase at a distorted geometry.

Summary:
spin multiplicity: 1
SMILES: Cc1cccc(NC(=O)CSc2nnc(CNC(=O)c3ccco3)o2)c1C
energy relative to the best compared isomer or geometry (same formula, charge and spin): 18.7 kcal/mol
HOMO: -0.301 hartree

Structure (XYZ):
```
45
C18H18N4O4S ωB97M-V with the def2-TZVPD basis set
C -2.79 -1.11 3.53
S -2.14 -2.59 2.72
H 3.07 0.91 -0.53
H 1.39 -1.07 2.39
H 2.90 -0.85 -2.13
C 1.44 3.21 1.02
O -2.72 1.25 3.54
C 1.53 -0.57 1.43
C 0.23 3.52 1.61
H 2.59 -0.63 1.19
H -2.97 -2.78 -3.01
O 0.40 0.26 -3.91
N -3.02 -1.06 0.66
C 0.91 -0.59 -2.98
H 3.90 1.17 1.02
N -0.95 0.16 2.57
C -2.46 -2.16 1.09
H 3.63 2.52 -0.09
C -2.44 -2.26 -1.01
H -2.68 -1.29 4.60
C 1.87 1.89 0.95
C -2.14 0.24 3.19
C -0.15 1.20 2.07
C 3.19 1.60 0.30
H -1.46 -1.12 -3.61
O -2.08 -2.97 0.09
H -3.86 -1.03 3.30
H -1.52 2.76 2.59
C 1.39 1.07 -4.29
C -2.08 -2.73 -2.37
N -3.00 -1.14 -0.69
H 2.05 3.99 0.61
N -1.13 -1.82 -2.97
C 1.08 0.87 1.48
C 2.55 0.76 -3.64
C 0.07 -1.61 -2.35
C 2.24 -0.32 -2.78
H -0.10 4.55 1.66
H 3.50 1.25 -3.75
H -1.63 -3.72 -2.28
H 0.99 -1.12 0.66
O 0.43 -2.25 -1.38
C -0.57 2.53 2.13
H 1.16 1.82 -5.02
H -0.60 -0.76 2.38
```

=====

# 6
DFT (ωB97M-V with the def2-TZVPD basis set) results for a molecular structure, C14H17IrN5OS2Te at a distorted geometry.

Summary:
spin multiplicity: 2
⟨S²⟩: 1.03
energy relative to the best compared isomer or geometry (same formula, charge and spin): 142.8 kcal/mol
HOMO (alpha / beta): -0.461 / -0.491 hartree
total charge: +2

Structure (XYZ):
```
41
C14H17IrN5OS2Te ωB97M-V with the def2-TZVPD basis set
H 4.66 2.03 -1.98
C -4.67 2.35 -2.00
C -0.34 -2.66 0.61
C -2.73 -0.52 -0.68
H 0.65 -4.29 1.31
N -1.45 -2.20 0.12
H -4.80 0.23 -2.11
C -4.25 1.07 -1.71
N 2.27 0.31 -3.24
O -1.28 1.82 0.23
N -1.63 -0.91 -0.10
Ir 0.20 0.45 0.33
C -2.36 1.95 -0.42
H -0.15 2.48 -3.14
C 1.12 0.40 -5.33
Te 3.80 -0.31 -0.93
H 5.67 -0.96 0.93
H 4.51 0.15 1.67
C 2.13 -0.10 -4.48
C 4.90 1.52 -1.05
H 4.09 -1.57 1.46
H 5.97 1.31 -1.02
H -3.43 -1.30 -0.98
C -3.97 3.45 -1.48
S 1.12 -1.65 0.75
C -3.11 0.82 -0.93
S 1.65 1.83 -1.17
H -1.03 -4.54 0.96
H 1.02 0.05 -6.35
H -2.32 4.09 -0.26
C -2.86 3.26 -0.69
C 4.61 -0.72 1.02
N 0.44 1.75 -3.53
C 0.28 1.35 -4.82
H -5.54 2.51 -2.61
H -0.51 1.80 -5.39
H 2.84 -0.84 -4.82
N -0.23 -3.93 0.97
H 4.62 2.15 -0.21
C 1.43 1.22 -2.75
H -4.31 4.45 -1.70
```

=====

# 7
DFT (ωB97M-V with the def2-TZVPD basis set) results for a gas-phase ion, C7H12N (charge +1) at a distorted geometry.

Summary:
spin multiplicity: 1
energy relative to the best compared isomer or geometry (same formula, charge and spin): 73.3 kcal/mol
HOMO: -0.503 hartree
total charge: +1

Structure (XYZ):
```
20
C7H12N ωB97M-V with the def2-TZVPD basis set
C -0.01 0.39 0.44
C -0.42 1.19 1.61
H 2.13 0.61 -1.44
H -1.61 -1.26 -1.70
H -1.47 0.88 1.80
H 1.38 2.11 -2.04
H 1.36 -1.79 0.51
C -0.64 -0.92 0.09
H -0.96 2.91 0.18
N -0.72 -1.35 -1.33
C 0.31 -1.81 0.94
H 0.31 -1.53 2.03
C -0.22 2.20 0.51
C 0.57 1.37 -0.35
H 0.53 0.66 -2.20
C 1.22 1.23 -1.57
H -0.04 -2.90 0.90
H -1.63 -1.02 0.52
H -0.20 -2.19 -1.47
H 0.13 1.22 2.56
```

=====

# 8
DFT (ωB97M-V with the def2-TZVPD basis set) results for a gas-phase ion, C19H32NO2 (charge +1) at a distorted geometry.

Summary:
spin multiplicity: 1
SMILES: CC[C@@H](C)[C@H](C(=O)OCC[N+](C)(CC)CC)c1ccccc1
energy relative to the best compared isomer or geometry (same formula, charge and spin): 2.6 kcal/mol
HOMO: -0.444 hartree
total charge: +1

Structure (XYZ):
```
54
C19H32NO2 ωB97M-V with the def2-TZVPD basis set
H 0.34 0.21 2.06
C -2.64 1.71 2.71
H -2.20 -3.61 1.15
C 0.93 -0.49 -1.93
H -1.22 3.38 1.23
H -3.59 1.38 0.78
H -4.60 1.11 2.18
N -1.18 1.62 2.37
H -2.07 -0.80 3.65
C 3.27 -0.31 -0.91
O 0.69 1.92 -2.13
H -0.67 3.35 3.47
C -3.59 0.98 1.79
H -0.51 -0.35 4.34
H -3.39 -0.09 1.74
C 2.52 -1.02 -4.64
C -1.01 -0.69 3.44
C -0.73 0.20 2.24
H -1.21 -0.23 1.36
C 2.43 -0.82 -2.09
H 1.70 -2.54 -0.17
H -1.63 1.91 0.33
C 0.77 0.94 -1.45
H 0.64 2.18 3.28
H -0.63 -1.68 3.21
H -0.67 1.85 4.41
H -2.90 2.77 2.73
H 3.37 0.77 -0.97
C 0.64 -2.37 -0.21
O 0.69 0.99 -0.09
H 2.83 -2.07 -4.56
H 2.51 -1.91 -2.14
C 0.46 2.26 0.49
C -1.56 -2.98 0.54
C -1.28 -1.23 -1.07
H 4.06 -0.27 -3.36
H 0.49 -0.52 -2.93
H 1.45 -0.99 -4.77
H 2.82 -0.57 0.04
H 0.54 3.02 -0.30
H 2.67 0.80 -3.49
C 2.97 -0.25 -3.40
C 0.11 -1.40 -1.04
C -2.10 -2.02 -0.29
C -0.43 2.29 3.44
H -3.18 -1.89 -0.34
C -0.95 2.34 1.08
H 0.24 -3.92 1.21
H 1.24 2.44 1.23
H -2.76 1.32 3.73
C -0.19 -3.16 0.57
H -1.71 -0.49 -1.73
H 2.98 -0.60 -5.53
H 4.26 -0.75 -0.95
```

=====

# 9
DFT (ωB97M-V with the def2-TZVPD basis set) results for 2 unconnected molecules or ions with the total composition CFNO2 at a distorted geometry.

Summary:
spin multiplicity: 1
energy relative to the best compared isomer or geometry (same formula, charge and spin): 20.9 kcal/mol
HOMO (alpha / beta): -0.338 / -0.340 hartree

Structure (XYZ):
```
5
CFNO2 ωB97M-V with the def2-TZVPD basis set
N -1.28 -0.58 0.19
C 0.67 0.24 -0.41
F 0.66 0.18 -1.73
O -1.59 -0.14 1.21
O 1.53 0.58 0.30
```

=====

# 10
DFT (ωB97M-V with the def2-TZVPD basis set) results for a molecular structure, C44H43CoN6O6SSe at a distorted geometry.

Summary:
spin multiplicity: 4
⟨S²⟩: 3.77
HOMO (alpha / beta): -0.185 / -0.187 hartree
total charge: -1

Structure (XYZ):
```
102
C44H43CoN6O6SSe ωB97M-V with the def2-TZVPD basis set
H 0.71 -1.32 -3.22
N 1.92 0.13 2.37
C -0.44 -1.31 4.76
H -1.37 1.22 1.10
C -2.26 -1.18 -3.51
C -2.33 4.13 -1.76
H 4.99 2.48 -2.21
C -0.25 1.05 5.21
C 3.28 5.28 1.34
C 1.00 0.08 3.38
C -2.78 4.10 -0.31
H -6.04 -2.60 -0.07
C 0.61 1.20 4.14
H 0.98 2.16 3.85
H -2.64 3.23 -2.29
C -4.43 -0.74 -2.53
H 0.17 2.32 -6.47
Se 0.96 2.09 -0.93
C -3.90 0.16 -1.62
C 0.13 -3.42 2.94
H -0.52 1.91 5.79
C 4.56 2.22 -1.25
H -0.85 3.51 0.42
C -5.70 -1.61 1.80
H 0.09 2.36 -3.97
H 1.63 -0.02 -5.09
C 3.80 0.52 0.31
H -4.54 0.67 -0.91
H -2.76 4.99 -2.28
C 0.79 0.41 -4.55
H -0.94 -3.25 3.04
H 1.25 -5.67 -0.93
C 1.79 -5.29 -0.08
N 2.67 -3.39 1.08
O 1.68 -8.04 2.14
C 2.26 -6.13 0.92
C 1.39 -2.88 -0.89
C -3.00 -1.75 1.04
C -2.03 1.72 0.39
H -4.07 -2.12 -4.12
H 3.96 6.66 -0.16
C -4.70 -1.08 2.64
H -1.25 4.21 -1.82
C -2.53 0.38 -1.66
C 0.95 1.93 -4.49
O 1.82 -8.22 -0.10
H 1.60 0.06 -2.58
C 4.12 3.27 -0.40
C 3.21 -4.21 1.98
H 1.93 2.14 -6.41
H -3.75 -2.66 -0.62
H -3.06 1.42 0.61
H 3.39 -6.22 2.73
C 1.99 -3.92 0.06
C 1.06 2.54 -5.88
C -1.72 -0.27 -2.62
N -0.45 0.20 -2.44
C 3.85 5.61 0.11
H 0.50 -4.01 3.79
C 4.27 4.63 -0.74
C -1.89 3.23 0.58
H -2.75 5.11 0.09
C 3.11 3.97 1.69
C -0.45 1.09 -1.42
H -4.97 -0.61 3.57
C 3.01 -5.58 1.95
H 4.81 0.12 -1.52
H 2.97 6.07 2.02
H -1.41 -0.32 6.39
H 1.17 3.62 -5.81
O 0.83 -2.20 2.85
H 4.72 4.88 -1.69
H -5.49 -0.93 -2.52
C 1.87 -7.67 0.99
C 4.44 0.91 -0.89
H 1.84 2.17 -3.91
H -2.60 -0.73 2.88
H 3.80 -3.76 2.77
H 2.67 3.69 2.64
Co 2.27 -1.45 1.44
C 3.24 1.56 1.14
C -3.38 -1.14 2.26
H -6.74 -1.57 2.09
C 0.42 -1.18 3.69
H -3.82 3.75 -0.24
O 1.26 -1.73 -0.38
S -1.45 -1.85 0.48
O 1.08 -3.22 -2.03
N -4.03 -2.26 0.27
O 3.73 -0.72 0.66
N 2.41 1.31 2.12
C -5.33 -2.18 0.62
H -2.13 3.42 1.63
H 0.30 -3.97 2.02
C -0.76 -0.20 5.53
H -0.12 0.16 -5.11
N -1.71 1.20 -0.92
H -0.87 -2.27 5.01
C -3.63 -1.41 -3.45
H -1.64 -1.71 -4.21
C 0.72 -0.23 -3.16
C 3.51 2.94 0.83
```

=====

# 11
DFT (ωB97M-V with the def2-TZVPD basis set) results for a molecular structure, C11H13BrSr at a distorted geometry.

Summary:
spin multiplicity: 1
HOMO: 0.005 hartree
total charge: -2

Structure (XYZ):
```
26
C11H13BrSr ωB97M-V with the def2-TZVPD basis set
H 2.71 0.12 0.37
H -3.16 -2.53 -0.18
H 1.97 2.82 0.09
C -1.05 2.80 -1.42
H -2.11 3.03 -1.56
C -0.30 1.88 -2.22
H -3.38 -0.85 -0.66
H 2.18 -1.01 2.77
H -4.24 -1.48 0.80
C 1.51 -1.58 -0.48
C -0.21 3.23 -0.34
Br -1.33 0.98 3.47
C 0.93 -2.71 0.15
Sr -1.19 -1.12 1.69
H 1.67 -1.45 -1.56
H 0.49 -3.58 -0.36
H -0.53 3.82 0.53
H 1.89 1.28 -2.14
C -3.31 -1.50 0.21
C 1.12 -2.59 1.57
H -0.62 1.40 -3.16
C 1.10 2.66 -0.55
C 2.07 -0.75 0.54
C 1.05 1.82 -1.69
H 0.91 -3.36 2.32
C 1.83 -1.36 1.80
```

=====

# 12
DFT (ωB97M-V with the def2-TZVPD basis set) results for 2 unconnected molecules or ions with the total composition C6H12O at a distorted geometry.

Summary:
spin multiplicity: 1
SMILES: C=C/C=C/CC.O
energy relative to the best compared isomer or geometry (same formula, charge and spin): 55.0 kcal/mol
HOMO: -0.325 hartree

Structure (XYZ):
```
19
C6H12O ωB97M-V with the def2-TZVPD basis set
H -2.38 -0.25 -2.03
H -2.05 -0.97 0.96
C -0.05 1.30 -0.12
H -1.66 -1.97 -0.62
C -1.99 0.00 -1.00
H -2.67 0.81 -0.82
H 2.02 1.33 -0.81
H 0.11 0.05 -1.78
O 3.12 -2.27 0.82
H -3.26 -1.62 -0.32
C -2.29 -1.20 -0.09
H 2.61 -3.06 0.70
C 1.38 1.56 0.05
H -0.73 1.85 0.54
C 1.77 1.81 1.29
H 1.03 1.59 2.03
C -0.53 0.45 -1.04
H 2.81 2.03 1.69
H 2.75 -1.42 0.52
```

=====

# 13
DFT (ωB97M-V with the def2-TZVPD basis set) results for 2 unconnected molecules or ions with the total composition C6H15PS3 at a distorted geometry.

Summary:
spin multiplicity: 1
SMILES: CC(C)P(S)SS.C=CC
energy relative to the best compared isomer or geometry (same formula, charge and spin): 23.2 kcal/mol
HOMO: -0.319 hartree

Structure (XYZ):
```
25
C6H15PS3 ωB97M-V with the def2-TZVPD basis set
H -2.13 -3.81 -0.04
H 3.25 1.44 0.61
H -3.61 1.19 -0.71
S -1.03 -3.15 -0.49
C 3.04 0.37 0.54
H 2.11 0.07 0.91
H 4.22 -2.87 0.23
C -3.10 1.70 0.09
H -3.60 1.48 0.97
H 2.83 -2.38 0.94
C -1.10 1.83 -1.44
H -1.56 2.76 -1.98
S -2.03 -0.22 2.22
H -0.01 1.69 -1.65
C -1.62 1.65 0.01
H -3.55 2.64 -0.16
S -2.00 -1.37 -0.93
C 3.79 -0.65 0.14
H -1.40 -1.30 2.77
H 2.95 -2.24 -0.71
C 3.45 -2.11 0.17
H -1.47 1.06 -2.10
H -1.26 2.50 0.57
P -0.96 -0.02 0.38
H 4.79 -0.25 -0.33
```

=====

Number 1: molecular weight 1181.317 g/mol. Number 2: molecular weight 140.939 g/mol. Number 3: molecular weight 86.090 g/mol. Number 4: molecular weight 87.147 g/mol. Number 5: molecular weight 386.433 g/mol. Number 6: molecular weight 655.275 g/mol. Number 7: molecular weight 110.180 g/mol. Number 8: molecular weight 306.470 g/mol. Number 9: molecular weight 77.014 g/mol. Number 10: molecular weight 921.824 g/mol. Number 11: molecular weight 312.749 g/mol. Number 12: molecular weight 100.161 g/mol. Number 13: molecular weight 214.361 g/mol.